[1]
Density functional theory data (ωB97M-V/def2-TZVPD) for a molecular structure, C7H4BeNO5.

Cartesian coordinates (Å):
O (3.063, -0.952, -0.707)
O (-0.418, 0.542, -3.545)
O (0.181, 2.942, -0.150)
O (2.508, 0.779, -3.017)
O (2.865, 2.163, 3.186)
N (-1.314, -0.725, 0.078)
C (3.460, 1.627, 2.364)
C (-2.084, -1.156, 0.829)
C (-0.077, 1.850, -0.398)
C (1.666, 0.287, -2.266)
C (2.003, -0.472, -0.997)
C (-3.024, -1.628, 1.832)
C (0.167, 0.382, -2.514)
Be (-0.153, 0.084, -0.756)
H (-2.488, -1.847, 2.771)
H (-3.786, -0.848, 2.011)
H (-3.524, -2.539, 1.470)
H (0.956, -0.490, -0.191)

Energy above the lowest of the compared OMol25 structures with the same formula, charge and spin   12.0 kJ/mol
Net charge   +1

[2]
Density functional theory data (ωB97M-V/def2-TZVPD) for C7H4FNO in the gas phase.

Cartesian coordinates (Å):
F (2.259, 0.423, 1.895)
O (1.573, -3.599, 1.178)
N (0.139, -2.097, 0.034)
C (-0.356, -0.884, -0.358)
C (0.312, 0.489, 0.333)
C (0.886, -2.818, 0.647)
C (-1.358, -0.401, -1.114)
C (1.326, 1.097, 1.161)
C (-1.425, 1.061, -1.109)
C (-0.462, 1.542, -0.276)
H (1.433, 2.232, 1.192)
H (-1.944, -1.153, -1.701)
H (-2.143, 1.452, -1.765)
H (-0.240, 2.656, -0.116)

SMILES string   O=C=NC1=CC=C/C1=C/F
Calculated total energy   -13575.673 eV

[3]
Density functional theory data (ωB97M-V/def2-TZVPD) for C7H4N2O3 in the gas phase.

Cartesian coordinates (Å):
O (1.928, -1.690, 0.126)
O (-3.632, 0.346, 0.345)
O (-3.073, -1.665, -0.099)
N (-2.737, -0.498, -0.018)
N (3.033, -0.960, 0.209)
C (-0.952, 1.171, -0.050)
C (-0.417, -1.254, -0.062)
C (1.378, 0.505, -0.020)
C (0.405, 1.495, -0.061)
C (0.923, -0.861, -0.097)
C (2.817, 0.331, -0.016)
C (-1.327, -0.217, -0.182)
H (0.661, 2.622, 0.119)
H (-0.673, -2.286, -0.037)
H (3.561, 1.203, -0.103)
H (-1.896, 1.757, -0.054)

SMILES string   O=[N+]([O-])c1ccc2cnoc2c1
Energy above the lowest of the compared OMol25 structures with the same formula, charge and spin   162.8 kJ/mol

[4]
Density functional theory data (ωB97M-V/def2-TZVPD) for C7H4N4O4 in the gas phase.

Cartesian coordinates (Å):
O (1.356, 2.464, -1.046)
O (2.706, 2.576, 0.712)
O (-2.987, 1.543, 1.228)
O (-3.544, -0.344, 0.326)
N (-1.580, -2.088, -0.642)
N (-2.712, 0.468, 0.709)
N (1.789, 2.063, 0.029)
N (-0.788, -2.927, -1.301)
C (-0.319, 1.081, 0.840)
C (0.449, -1.230, -0.598)
C (0.444, -2.465, -1.287)
C (1.445, -0.329, -0.304)
C (1.169, 0.876, 0.584)
C (-0.900, -1.056, -0.235)
C (-1.333, 0.156, 0.443)
H (1.593, 0.627, 1.549)
H (2.454, -0.504, -0.692)
H (-0.573, 2.047, 1.343)
H (1.332, -2.957, -1.658)

SMILES string   O=[N+]([O-])C1=C[C@H]([N+](=O)[O-])C=C2C=NN=C21
Calculated total energy   -21465.148 eV

[5]
Density functional theory data (ωB97M-V/def2-TZVPD) for C7H4S in the gas phase.

Cartesian coordinates (Å):
S (1.686, 2.100, -0.004)
C (0.284, -0.866, -0.056)
C (1.689, -1.069, -0.055)
C (2.843, -1.390, 0.057)
C (-1.889, 0.182, -0.009)
C (-0.441, 0.281, 0.011)
C (-3.086, 0.104, 0.034)
C (0.132, 1.636, 0.005)
H (-0.686, 2.387, -0.050)
H (3.907, -1.602, 0.085)
H (-0.279, -1.822, -0.041)
H (-4.161, 0.058, 0.023)

SMILES string   C#C/C=C(/C#C)C=S
Energy above the lowest of the compared OMol25 structures with the same formula, charge and spin   0.0 kJ/mol

[6]
Density functional theory data (ωB97M-V/def2-TZVPD) for a molecular structure, C7H5Br2I.

Cartesian coordinates (Å):
I (0.417, -3.158, 1.923)
Br (2.802, -0.831, 1.536)
Br (1.994, -2.628, -0.955)
C (1.314, -1.697, 0.614)
C (-1.687, 0.815, 0.385)
C (-1.223, 1.679, -0.591)
C (0.277, -0.511, 0.145)
C (0.746, 0.339, -0.843)
C (-0.936, -0.289, 0.763)
C (-0.011, 1.434, -1.213)
H (0.353, 2.099, -1.982)
H (-1.306, -0.948, 1.533)
H (-1.801, 2.550, -0.864)
H (-2.635, 0.992, 0.869)
H (1.698, 0.155, -1.320)

Calculated total energy   -155525.149 eV

[7]
Density functional theory data (ωB97M-V/def2-TZVPD) for 5 unconnected molecules or ions with the total composition C7H5Cl16NO3.

Cartesian coordinates (Å):
Cl (-4.561, 4.854, -1.717)
Cl (5.702, -4.619, 6.382)
Cl (-0.553, -4.331, 1.039)
Cl (1.844, -3.290, 2.319)
Cl (-1.727, 5.073, -2.339)
Cl (5.397, -4.433, 3.494)
Cl (-2.983, 7.011, -0.569)
Cl (-1.949, -2.533, -5.011)
Cl (0.756, -3.302, -4.267)
Cl (-0.743, -1.453, -2.594)
Cl (-1.509, -4.257, -2.710)
Cl (3.306, -5.660, 5.102)
Cl (-3.607, 7.018, -3.410)
Cl (1.539, -3.104, -0.569)
Cl (-0.108, -1.459, 1.177)
Cl (3.750, -2.788, 5.240)
O (-3.320, 2.754, 0.096)
O (-2.262, 0.841, -0.917)
O (1.782, 0.143, -0.289)
N (-0.877, 2.924, 0.006)
C (4.539, -4.375, 5.054)
C (-3.220, 5.989, -2.009)
C (0.680, -3.046, 0.991)
C (1.062, 1.127, 0.317)
C (-2.151, 2.155, -0.264)
C (-0.861, -2.886, -3.646)
C (0.346, 2.277, -0.606)
H (-1.873, 0.106, -0.358)
H (0.139, 1.861, -1.703)
H (1.064, 1.086, 1.499)
H (1.152, 3.144, -0.750)
H (-0.752, 3.173, 1.011)

SMILES string   ClC(Cl)(Cl)Cl.ClC(Cl)(Cl)Cl.ClC(Cl)(Cl)Cl.ClC(Cl)(Cl)Cl.O=CCNC(=O)O
Calculated total energy   -215326.283 eV

[8]
Density functional theory data (ωB97M-V/def2-TZVPD) for a molecular structure, C7H5Cl5N5O2RuTe4.

Cartesian coordinates (Å):
Te (-2.027, -1.923, -1.922)
Te (-3.585, -2.810, -0.050)
Te (-4.855, 0.444, 0.113)
Te (-3.098, 0.951, -1.777)
Ru (-0.724, 0.019, -0.741)
Cl (0.631, -2.519, 1.784)
Cl (3.681, -1.052, -3.465)
Cl (4.974, -3.043, -1.392)
Cl (3.434, -3.759, 1.217)
Cl (0.772, 0.156, -2.763)
O (1.727, 2.252, -0.643)
O (0.662, 3.895, 0.254)
N (-1.622, -0.192, 1.094)
N (-1.336, 3.298, 1.760)
N (-0.197, 1.799, 0.287)
N (0.793, 2.718, -0.047)
N (-1.862, 1.082, 1.690)
C (0.910, -1.216, -0.564)
C (3.434, -2.353, -1.084)
C (1.486, -2.101, 0.332)
C (2.736, -2.671, 0.087)
C (-1.107, 2.113, 1.221)
C (1.637, -0.949, -1.706)
C (2.877, -1.471, -2.012)
H (-1.067, -0.752, 1.739)
H (-2.542, -0.659, 0.997)
H (-0.850, 4.100, 1.388)
H (-2.880, 1.258, 1.694)
H (-2.002, 3.384, 2.508)

Energy above the lowest of the compared OMol25 structures with the same formula, charge and spin   66.1 kJ/mol
Spin multiplicity   2
⟨S²⟩   0.78

[9]
Density functional theory data (ωB97M-V/def2-TZVPD) for a molecular structure, C7H5LiO3Tb.

Cartesian coordinates (Å):
Tb (-1.208, 2.917, -0.441)
O (1.377, -0.995, 2.207)
O (2.007, -1.631, -0.380)
O (-3.735, 0.096, -0.187)
C (1.184, -0.746, -0.616)
C (1.057, 1.202, -2.214)
C (0.606, -0.265, 1.586)
C (-1.282, 0.234, 0.018)
C (-2.549, 0.068, -0.052)
C (1.298, -0.083, -1.927)
C (-0.138, -0.635, 0.311)
Li (2.532, -2.218, 1.333)
H (0.654, 1.888, -1.472)
H (1.279, 1.582, -3.212)
H (-0.448, -1.691, 0.432)
H (0.144, 0.571, 2.149)
H (1.624, -0.766, -2.717)

Energy above the lowest of the compared OMol25 structures with the same formula, charge and spin   44.3 kJ/mol
Net charge   +1
Spin multiplicity   7
⟨S²⟩   12.64

[10]
Density functional theory data (ωB97M-V/def2-TZVPD) for 2 unconnected molecules or ions with the total composition C7H5N4OS.

Cartesian coordinates (Å):
S (-3.424, 0.464, 1.851)
O (-2.880, 0.400, -1.203)
N (-2.033, 0.969, -0.481)
N (-1.369, 1.382, 2.851)
N (-1.044, 1.393, 1.608)
N (-2.568, 0.988, 3.159)
C (-1.989, 0.888, 0.826)
C (1.211, -1.815, -1.137)
C (2.345, 0.175, -0.395)
C (0.043, 0.253, -0.849)
C (1.167, 0.849, -0.347)
C (2.366, -1.184, -0.737)
C (0.050, -1.082, -1.327)
H (3.276, 0.647, 0.063)
H (1.133, 1.912, -0.118)
H (-0.693, -1.706, -1.830)
H (1.084, -2.868, -1.559)
H (3.326, -1.665, -0.375)

Energy above the lowest of the compared OMol25 structures with the same formula, charge and spin   69.5 kJ/mol
Net charge   -1

[11]
Density functional theory data (ωB97M-V/def2-TZVPD) for a molecular structure, C7H5NO.

Cartesian coordinates (Å):
O (2.386, 0.014, 1.435)
N (1.422, 1.987, -1.164)
C (1.463, 0.058, 0.682)
C (-1.749, -0.103, 0.236)
C (0.304, -0.763, 0.465)
C (-0.384, -1.896, 0.176)
C (-1.732, -1.482, 0.226)
C (-0.446, 0.581, 0.214)
C (0.749, 1.093, -0.359)
H (2.286, 2.116, -0.663)
H (-2.770, 0.388, 0.213)
H (0.027, -2.871, 0.151)
H (1.141, 2.851, -1.575)
H (-2.697, -1.973, -0.036)

Energy above the lowest of the compared OMol25 structures with the same formula, charge and spin   407.0 kJ/mol

[12]
Density functional theory data (ωB97M-V/def2-TZVPD) for C7H5NO2 in the gas phase.

Cartesian coordinates (Å):
O (2.615, 0.700, -0.114)
O (2.890, -1.497, 0.100)
N (1.479, 1.560, -0.073)
C (-2.012, 0.191, -0.085)
C (-0.352, -1.522, -0.074)
C (-1.055, 1.249, 0.019)
C (2.125, -0.598, -0.113)
C (-1.700, -1.182, 0.011)
C (0.626, -0.505, -0.192)
C (0.328, 0.825, -0.029)
H (-3.059, 0.558, -0.138)
H (-1.204, 2.311, 0.167)
H (0.019, -2.550, -0.119)
H (1.870, 2.321, 0.450)
H (-2.569, -1.860, 0.189)

SMILES string   O=c1o[nH]c2ccccc12
Energy above the lowest of the compared OMol25 structures with the same formula, charge and spin   97.3 kJ/mol